{
  "formula": "C19H31IN2O13S2",
  "method": "the ωB97M-V functional and the def2-TZVPD basis",
  "energy_ha": -2924.11033,
  "multiplicity": 1,
  "total_charge": 0,
  "species": ["C", "C", "C", "N", "C", "C", "C", "C", "O", "O", "C", "S", "C", "C", "C", "S", "O", "O", "O", "O", "C", "O", "C", "N", "I", "H", "H", "H", "H", "H", "H", "H", "H", "H", "H", "H", "H", "H", "H", "H", "H", "H", "H", "H", "H", "H", "H", "H", "O", "C", "O", "C", "C", "O", "H", "H", "H", "H", "O", "C", "O", "C", "C", "O", "H", "H", "H", "H"],
  "xyz": [[-1.1097, -4.8988, 2.4881], [-0.0760, -3.9457, 1.7097], [-0.5457, -3.5332, 0.2184], [-1.6602, -2.5713, 0.1444], [-1.3235, -1.1638, 0.5079], [-2.0005, -1.0214, 1.9594], [-1.3866, 0.0791, 2.9419], [-2.2941, 1.4143, 3.0779], [-3.4783, 1.2988, 3.4613], [-1.6776, 2.6641, 2.7901], [0.1269, -0.5575, 0.2032], [0.1569, 1.3416, 0.1328], [1.4102, -0.9891, 1.0475], [2.7549, -0.1433, 0.6770], [3.1234, 0.9575, 1.8082], [3.4581, 2.6499, 1.1266], [2.4344, 3.5894, 1.6994], [4.8175, 3.0819, 1.6312], [3.5289, 2.7055, -0.5497], [0.2387, -0.8301, -1.2443], [-0.8814, -0.0692, -1.7998], [-0.9089, 0.6482, -2.8101], [-2.0818, -0.3647, -0.7338], [-2.8876, -1.3640, -1.5398], [-3.5278, 1.1923, -0.2965], [-1.9717, -5.2811, 1.8495], [-1.5570, -4.2978, 3.3663], [-0.5066, -5.7550, 2.9688], [0.0590, -2.9959, 2.3385], [0.9685, -4.4424, 1.6788], [-0.9336, -4.5192, -0.2519], [0.3755, -3.2621, -0.4116], [-2.4981, -2.9175, 0.6282], [-1.9036, -2.0334, 2.5075], [-3.1413, -0.8334, 1.9249], [-1.4138, -0.3789, 4.0038], [-0.3038, 0.3685, 2.7626], [-2.4508, 3.2660, 2.6380], [0.5138, 1.8187, 1.3983], [1.6899, -2.0784, 0.7798], [1.2847, -0.9745, 2.1785], [3.6305, -0.8984, 0.6985], [2.7370, 0.2723, -0.3829], [2.2140, 1.0508, 2.4865], [4.0110, 0.6264, 2.4629], [4.2245, 3.3764, -0.7988], [-3.7986, -1.5471, -1.0921], [-3.0060, -0.8850, -2.4540], [6.4421, 4.1495, -3.3519], [6.6672, 4.7625, -2.3497], [5.7154, 5.1472, -1.4523], [6.3992, 5.6388, -0.3093], [7.7340, 6.0457, -0.8509], [7.9080, 5.1659, -1.9556], [5.8584, 6.4754, 0.1352], [6.4749, 4.8327, 0.4259], [7.7417, 7.0778, -1.2137], [8.5368, 5.9208, -0.1230], [-5.5471, -2.3401, -1.3440], [-5.9243, -2.3252, -2.4818], [-5.2241, -1.7863, -3.5154], [-5.8880, -2.1653, -4.7134], [-7.2885, -2.4322, -4.2519], [-7.1078, -2.8441, -2.9037], [-5.8376, -1.3669, -5.4549], [-5.4030, -3.0578, -5.1191], [-7.9128, -1.5341, -4.2667], [-7.7781, -3.2135, -4.8349]],
  "forces_ev_per_angstrom": [[0.6, 0.6, 0.8], [0.3, 0.2, 0.0], [0.1, -2.1, 0.4], [3.2, -0.5, 0.5], [-2.7, 0.5, 0.0], [0.2, 0.7, 0.9], [-0.2, 0.9, 1.3], [-1.7, -0.7, 0.7], [3.8, 0.9, -1.4], [-2.0, -2.2, 0.2], [0.4, -0.3, 0.8], [0.2, 0.3, 1.2], [1.4, -1.0, -1.3], [0.8, -0.9, 0.4], [-0.9, -1.5, -0.8], [2.0, 4.9, 3.1], [1.3, -2.9, -2.3], [-2.5, -1.8, -1.9], [-0.1, -0.3, 2.1], [-0.9, 1.8, -0.2], [-0.7, 1.6, -0.5], [0.5, -3.5, 3.7], [-0.4, -2.1, -1.8], [0.9, 2.1, -0.3], [0.7, 0.3, 0.2], [1.3, 0.4, 0.7], [0.5, -1.0, -1.3], [-1.2, 1.1, -0.9], [-0.1, -1.3, -0.9], [-1.7, 0.7, -0.1], [0.6, 1.5, 0.6], [-1.6, 0.1, 0.9], [0.7, 0.4, -0.2], [0.1, 1.6, -1.1], [1.8, -0.2, -0.3], [0.0, 0.9, -1.6], [-1.5, -0.5, 0.0], [0.8, -0.5, 0.4], [-0.5, -0.8, -1.0], [-0.7, 1.7, 0.5], [-0.3, 0.1, -1.6], [-1.4, 1.1, -0.1], [-0.2, -0.4, 1.6], [1.3, 0.5, -0.9], [-1.2, 0.9, -1.4], [-0.6, -0.6, 0.5], [0.6, 0.1, -0.6], [-0.6, -0.6, 0.8], [0.1, 0.5, 0.9], [0.1, -0.6, -1.1], [0.2, -0.3, -0.4], [-0.3, 0.2, 1.2], [0.5, 0.5, 0.2], [-0.6, -0.2, -0.2], [-0.1, -0.2, -0.1], [0.0, 0.1, 0.0], [0.0, -0.1, 0.0], [0.0, -0.1, -0.2], [-0.6, -0.1, -0.8], [0.2, 0.0, 0.8], [-0.3, -0.2, 0.6], [0.3, 0.1, -0.8], [-0.7, 0.0, -0.5], [0.6, 0.2, 0.3], [0.1, 0.0, 0.2], [0.0, 0.0, 0.1], [0.1, 0.0, 0.0], [0.0, 0.0, 0.2]],
  "nbo_charge": [-0.64, -0.44, -0.22, -0.66, 0.19, -0.47, -0.52, 0.81, -0.60, -0.70, 0.18, -0.03, -0.47, -0.43, -0.62, 2.20, -0.90, -0.95, -0.86, -0.57, 0.78, -0.52, -0.09, -0.87, 0.12, 0.21, 0.21, 0.22, 0.19, 0.21, 0.20, 0.21, 0.38, 0.23, 0.27, 0.25, 0.21, 0.50, 0.17, 0.24, 0.23, 0.22, 0.27, 0.25, 0.28, 0.54, 0.40, 0.37, -0.56, 0.96, -0.51, -0.11, -0.10, -0.48, 0.21, 0.21, 0.18, 0.21, -0.59, 0.98, -0.48, -0.10, -0.10, -0.48, 0.21, 0.19, 0.19, 0.21]
}